Entry from OMol25: 3 unconnected molecules or ions with the total composition C15H20BBrO12 at a distorted geometry (ωB97M-V/def2-TZVPD).

The spin multiplicity is 1. As for the net charge: 0. The calculated total energy is -4085.3130 hartree. The value obtained for the HOMO-LUMO gap is 10.306 eV. The calculation puts the highest occupied orbital energy at -0.36871 hartree. The relative energy (zero: lowest compared OMol25 entry of this formula, charge and spin) is 0.000 eV.

Atoms and positions in Å:
1 C 1.5416 1.3697 -2.0739
2 C 1.0434 0.3201 -1.8007
3 C 0.8302 -1.1253 -1.6167
4 C 0.3440 -1.8563 -2.8951
5 C -0.4615 -3.0007 -2.4086
6 C -1.0045 -3.9639 -1.9606
7 C -0.6438 -0.9598 -3.7113
8 C -0.0604 -0.1827 -4.8900
9 O 0.0249 0.9920 -4.8727
10 Br 0.4554 -1.1228 -6.5215
11 O 1.3855 -2.4260 -3.6949
12 C 2.5712 -1.7832 -3.6372
13 O 2.8889 -0.8450 -4.2986
14 O 3.4201 -2.3698 -2.7679
15 B 4.7766 -2.1008 -3.0582
16 O 5.4027 -0.9254 -2.7378
17 O 5.4927 -3.1297 -3.6514
18 H 1.9832 2.2828 -2.3863
19 H 1.6844 -1.5977 -1.1374
20 H 0.0096 -1.2049 -0.8984
21 H -1.4734 -4.6815 -1.3329
22 H -1.3741 -1.6482 -4.1470
23 H -1.2154 -0.2996 -3.0665
24 H 5.6256 -0.4606 -3.5520
25 H 6.0742 -3.5412 -3.0048
26 C 0.0496 -0.3152 3.6132
27 O -0.9899 -0.7296 2.7230
28 C -1.8599 -1.5867 3.2585
29 O -1.8323 -2.0120 4.3811
30 O -2.7672 -1.8874 2.3284
31 C -3.7722 -2.8037 2.7667
32 H 0.6868 0.3760 3.0675
33 H -0.3663 0.2006 4.4774
34 H 0.6450 -1.1692 3.9309
35 H -4.3379 -2.3855 3.5973
36 H -3.3266 -3.7546 3.0536
37 H -4.4408 -2.9631 1.9252
38 C -2.3639 2.3555 2.7425
39 O -2.4862 3.6668 3.2958
40 C -1.4274 4.4469 3.0837
41 O -0.4277 4.1348 2.4935
42 O -1.6680 5.6328 3.6422
43 C -0.6070 6.5766 3.4911
44 H -3.2782 1.8176 2.9789
45 H -2.2561 2.4022 1.6603
46 H -1.5234 1.8293 3.1856
47 H -0.4248 6.7852 2.4383
48 H 0.3020 6.2129 3.9672
49 H -0.9262 7.4901 3.9848